[1]
{
  "formula": "C21H46FN3O2Si",
  "method": "the ωB97M-V functional and the def2-TZVPD basis",
  "symbols": ["C", "C", "F", "C", "Si", "N", "H", "H", "H", "H", "H", "H", "H", "H", "H", "H", "C", "C", "C", "C", "C", "C", "N", "O", "C", "C", "C", "H", "H", "H", "H", "H", "H", "H", "H", "H", "H", "H", "H", "H", "H", "H", "H", "H", "H", "C", "C", "C", "C", "C", "C", "N", "O", "C", "C", "C", "H", "H", "H", "H", "H", "H", "H", "H", "H", "H", "H", "H", "H", "H", "H", "H", "H", "H"],
  "positions_angstrom": [[2.0248, 3.0163, -4.2204], [1.2953, 2.8668, -5.5366], [1.4107, 4.0866, -6.2190], [-0.1878, 2.5010, -5.4554], [-1.1462, 2.8795, -3.8679], [-2.8421, 3.1792, -4.1961], [1.8462, 2.1559, -3.5761], [3.0982, 3.0755, -4.3987], [1.7130, 3.9291, -3.7192], [1.8153, 2.1257, -6.1450], [-0.2877, 1.4277, -5.6337], [-0.6837, 3.0049, -6.2864], [-1.0966, 1.6811, -3.0024], [-0.6286, 4.0486, -3.1331], [-2.9853, 4.1044, -4.5832], [-3.1987, 2.5354, -4.8908], [-4.7292, 2.4775, 1.7607], [-3.8353, 1.8949, 0.6386], [-4.2570, 0.4846, 0.1933], [-3.7846, -0.6846, 1.0593], [-2.2929, -0.5563, 1.3687], [-1.9472, 0.7897, 1.9943], [-2.3974, 1.8653, 1.0500], [-1.5966, 2.0013, 0.0619], [-2.5820, 0.8758, 3.3883], [-0.4431, 0.9254, 2.1827], [-3.9734, 2.8199, -0.5642], [-4.2475, 2.4982, 2.7309], [-4.9718, 3.5155, 1.5360], [-5.6670, 1.9281, 1.8566], [-3.8442, 0.3275, -0.8077], [-5.3430, 0.4724, 0.0842], [-4.3705, -0.7652, 1.9783], [-3.9573, -1.6117, 0.5093], [-1.9701, -1.3514, 2.0440], [-1.7224, -0.6786, 0.4433], [-2.3446, 1.8243, 3.8721], [-2.1597, 0.0762, 3.9963], [-3.6596, 0.7428, 3.3974], [0.0953, 0.7881, 1.2483], [-0.1001, 0.1651, 2.8837], [-0.1931, 1.9091, 2.5835], [-3.5467, 3.8005, -0.3540], [-5.0376, 2.9448, -0.7694], [-3.4944, 2.4289, -1.4579], [2.4888, -4.3019, -0.1983], [2.0819, -2.9146, 0.3568], [2.8842, -1.7539, -0.2550], [4.2697, -1.4897, 0.3361], [4.2072, -1.4505, 1.8639], [3.5783, -2.7151, 2.4428], [2.2105, -2.8635, 1.8450], [1.3539, -2.0896, 2.3965], [4.5071, -3.9064, 2.1758], [3.4162, -2.6055, 3.9514], [0.6193, -2.7007, 0.0029], [3.0598, -4.8980, 0.5035], [1.5965, -4.8878, -0.4158], [3.0648, -4.2149, -1.1207], [2.2966, -0.8422, -0.1112], [2.9465, -1.9139, -1.3328], [4.9986, -2.2271, -0.0091], [4.6212, -0.5237, -0.0306], [5.2061, -1.3320, 2.2885], [3.6223, -0.5803, 2.1767], [4.0932, -4.8292, 2.5843], [5.4528, -3.7128, 2.6813], [4.7383, -4.0654, 1.1271], [2.8396, -1.7290, 4.2339], [4.4025, -2.5308, 4.4090], [2.9175, -3.4897, 4.3503], [-0.0251, -3.3970, 0.5397], [0.4898, -2.8702, -1.0670], [0.2880, -1.6907, 0.2312]],
  "forces_ev_per_angstrom": [[0.211, -0.024, -0.135], [-0.020, -0.186, 0.095], [0.026, 0.075, -0.036], [0.166, 0.174, 0.213], [-0.348, -0.145, 0.147], [0.467, 0.096, -0.280], [-0.096, -0.028, 0.074], [0.021, 0.054, 0.015], [-0.089, -0.019, 0.111], [0.028, 0.044, -0.169], [-0.072, -0.042, -0.023], [-0.038, -0.043, -0.079], [0.115, 0.001, 0.009], [0.001, 0.060, -0.065], [-0.140, 0.105, 0.107], [-0.252, -0.149, 0.055], [0.170, 0.055, 0.072], [-0.378, 0.331, 0.252], [0.080, -0.300, -0.138], [0.035, 0.167, 0.046], [-0.205, -0.287, -0.199], [0.096, 0.054, 0.567], [-0.081, -0.629, -0.370], [0.227, 0.348, 0.000], [-0.045, 0.118, -0.036], [0.158, -0.043, -0.059], [0.011, 0.043, -0.156], [0.005, -0.067, -0.001], [-0.053, 0.003, -0.079], [0.024, -0.027, -0.028], [0.043, 0.059, -0.002], [-0.035, -0.002, -0.007], [0.030, 0.075, 0.037], [-0.042, -0.023, 0.027], [0.042, -0.010, 0.017], [-0.004, 0.117, -0.002], [-0.013, 0.031, -0.023], [0.080, -0.013, 0.004], [-0.004, -0.039, -0.029], [-0.029, 0.027, -0.016], [-0.016, -0.034, 0.026], [-0.014, 0.018, -0.022], [-0.005, 0.016, 0.049], [-0.046, 0.010, -0.017], [0.015, 0.007, 0.038], [-0.019, -0.043, 0.192], [0.012, -0.478, -0.308], [0.124, 0.313, 0.045], [-0.052, -0.105, 0.054], [0.026, 0.224, -0.241], [0.293, -0.388, 0.170], [0.213, 0.626, -0.144], [-0.228, -0.206, 0.216], [-0.113, -0.071, -0.046], [-0.029, 0.143, 0.132], [-0.279, 0.127, -0.069], [0.053, 0.047, 0.003], [-0.049, 0.042, -0.068], [-0.003, 0.045, 0.016], [-0.050, -0.029, 0.044], [0.008, 0.002, -0.035], [-0.031, -0.065, 0.049], [0.037, -0.013, -0.041], [0.031, 0.005, 0.003], [-0.079, -0.065, 0.034], [-0.035, -0.006, -0.016], [0.006, 0.019, 0.074], [0.008, 0.044, -0.013], [-0.024, -0.013, -0.030], [0.055, -0.031, -0.006], [-0.015, 0.002, -0.010], [0.038, -0.046, 0.016], [0.050, -0.024, -0.050], [0.022, -0.032, 0.038]],
  "s2": 2.008,
  "charge": 0,
  "orbital_gap_ev": [8.5240, 9.5933],
  "spin_multiplicity": 3,
  "total_energy_ev": -41681.049,
  "relative_energy_kj_mol": 0.0,
  "largest_force_ha_per_bohr": 0.0143
}

[2]
{
  "formula": "C21H46IrNOP3Se",
  "method": "the ωB97M-V functional and the def2-TZVPD basis",
  "symbols": ["Ir", "P", "P", "P", "H", "C", "C", "H", "C", "C", "C", "C", "C", "C", "C", "C", "C", "H", "H", "H", "H", "H", "H", "H", "H", "H", "H", "H", "H", "H", "H", "H", "H", "H", "H", "H", "H", "H", "H", "H", "H", "H", "H", "H", "H", "H", "C", "C", "C", "C", "C", "C", "Se", "H", "H", "H", "H", "H", "H", "C", "N", "C", "C", "C", "O", "H", "H", "H", "H", "H", "H", "H", "H", "H"],
  "positions_angstrom": [[-0.2021, -0.3699, -0.2276], [0.1918, 1.5380, 0.9552], [-2.4422, 0.2646, -0.4617], [2.1705, -0.4547, -0.5872], [-1.5196, -3.5974, -6.4004], [-0.8162, -4.3113, -5.9057], [-0.6951, -4.4191, -4.5269], [-1.3747, -3.9433, -3.7518], [0.3980, 3.1547, 0.0895], [-1.1314, 1.8931, 2.1869], [1.6247, 1.5490, 2.1185], [-3.0582, -0.7222, -1.8586], [-3.4372, -0.1968, 1.0235], [-2.8587, 2.0168, -0.8854], [2.4479, -1.6315, -1.9357], [3.0363, -1.2321, 0.8597], [3.0795, 1.0775, -1.0675], [-0.3615, -4.8352, -6.8116], [0.0379, -5.1180, -4.0907], [0.4680, 3.9503, 0.8430], [-0.4593, 3.3618, -0.5627], [1.3153, 3.1612, -0.5107], [-0.8091, 2.7286, 2.8261], [-1.2684, 1.0177, 2.8345], [-2.0815, 2.1603, 1.7080], [1.5393, 2.4321, 2.7676], [2.5840, 1.6051, 1.5933], [1.5891, 0.6600, 2.7598], [-4.1444, -0.6426, -2.0183], [-2.8270, -1.7754, -1.6497], [-2.5460, -0.4285, -2.7882], [-4.3572, 0.3985, 1.1280], [-2.8438, -0.0354, 1.9309], [-3.7133, -1.2562, 0.9755], [-3.9385, 2.1851, -1.0381], [-2.3555, 2.2914, -1.8269], [-2.5254, 2.7323, -0.1225], [3.4998, -1.9357, -2.0353], [2.1046, -1.2035, -2.8854], [1.8569, -2.5310, -1.7192], [4.0784, -1.4900, 0.6428], [2.4988, -2.1500, 1.1211], [3.0183, -0.5701, 1.7260], [4.1630, 0.9168, -1.1781], [2.9556, 1.8983, -0.3512], [2.7009, 1.4377, -2.0375], [0.3408, 0.9244, -4.6123], [-0.0308, -0.4282, -4.7139], [0.0335, -1.0662, -5.9275], [0.5170, -0.3966, -7.0782], [0.8700, 0.9760, -7.0194], [0.7737, 1.6104, -5.7796], [0.1304, 1.7834, -2.9038], [-0.4497, 0.5583, -1.9478], [-0.3877, -1.0397, -3.8949], [-0.2887, -2.1130, -5.9082], [0.6167, -0.9512, -8.0241], [1.2136, 1.5723, -7.8954], [1.0148, 2.6789, -5.6706], [-0.9633, -3.5357, 4.2045], [-0.3391, -2.5240, 3.3931], [0.6232, -1.6401, 4.0402], [-0.5894, -2.3686, 2.0977], [-1.5720, -3.1811, 1.3731], [0.1263, -1.4657, 1.5433], [-0.4354, -3.5628, 5.1581], [-0.8854, -4.5075, 3.7116], [-2.0242, -3.3151, 4.3631], [1.6406, -1.6856, 3.5747], [0.2699, -0.5803, 4.0982], [0.7222, -1.9902, 5.0797], [-2.5686, -3.0089, 1.7986], [-1.5876, -2.9415, 0.3065], [-1.3313, -4.2377, 1.5150]],
  "forces_ev_per_angstrom": [[0.183, -0.313, 0.191], [0.407, 2.011, 1.946], [-1.216, 0.280, -0.732], [1.131, -0.438, -0.467], [0.032, -0.520, 1.069], [-0.627, 0.394, 0.684], [-0.179, -0.372, -2.102], [0.823, -0.221, -1.465], [-0.103, -0.207, 0.125], [0.183, 0.201, -0.006], [-0.162, 0.121, -0.033], [-0.465, -0.168, -0.149], [0.182, 0.004, 0.145], [0.166, 0.110, -0.075], [0.192, -0.258, -0.196], [-0.390, 0.157, -0.090], [-0.042, 0.152, -0.072], [0.242, 0.143, 2.172], [-0.446, 0.305, -0.361], [-0.022, -0.165, -0.159], [0.246, 0.028, 0.186], [-0.268, 0.039, 0.145], [-0.141, -0.177, -0.230], [0.015, 0.189, -0.168], [0.292, -0.114, 0.330], [0.022, -0.170, -0.229], [-0.236, -0.067, 0.256], [0.038, 0.204, -0.247], [0.267, 0.119, 0.127], [-0.022, 0.227, -0.109], [-0.144, -0.049, 0.353], [0.295, -0.097, -0.309], [-0.185, -0.104, -0.255], [0.057, 0.247, -0.150], [0.338, -0.429, 0.129], [-0.221, -0.185, 0.288], [-0.134, -0.325, -0.198], [-0.199, 0.225, 0.062], [0.051, -0.101, 0.184], [0.105, 0.193, -0.103], [-0.185, 0.196, -0.310], [0.105, 0.185, -0.134], [0.007, -0.113, -0.165], [-0.358, -0.304, 0.092], [0.018, -0.365, -0.148], [0.164, -0.263, 0.338], [-0.505, 0.015, 1.260], [-0.115, -0.768, -0.573], [0.069, -0.044, 0.267], [0.077, 0.138, -0.438], [-0.022, 0.347, 0.750], [0.242, 0.969, -0.310], [0.311, -0.089, -2.104], [0.429, -0.425, -0.014], [0.047, 0.333, 0.337], [0.365, 0.505, -0.499], [-0.102, 0.352, 0.495], [-0.334, -0.794, 0.737], [-0.038, -0.557, -0.264], [-0.582, -0.749, 0.234], [0.001, 0.482, -1.206], [0.852, 0.562, 0.790], [1.119, 0.401, 1.385], [-0.588, -0.408, 0.016], [-0.314, 0.576, -0.694], [-0.314, -0.221, -0.150], [0.014, 0.005, 0.214], [0.161, -0.025, 0.134], [-0.992, 0.041, 0.248], [0.207, -0.868, -0.279], [0.062, 0.257, -0.494], [0.137, -0.205, -0.065], [0.137, -0.030, 0.186], [-0.141, -0.005, -0.123]],
  "s2": 6.038,
  "charge": 3,
  "orbital_gap_ev": [7.7663, 4.6801],
  "spin_multiplicity": 5,
  "total_energy_ev": -122084.382,
  "largest_force_ha_per_bohr": 0.0550
}

[3]
{
  "formula": "C21H46N5O23",
  "method": "the ωB97M-V functional and the def2-TZVPD basis",
  "symbols": ["C", "C", "O", "N", "H", "H", "C", "H", "H", "H", "H", "H", "H", "C", "C", "O", "N", "H", "H", "C", "H", "H", "H", "H", "H", "H", "C", "C", "O", "N", "H", "H", "C", "H", "H", "H", "H", "H", "H", "C", "C", "O", "N", "H", "H", "C", "H", "H", "H", "H", "H", "H", "C", "C", "O", "N", "H", "H", "C", "H", "H", "H", "H", "H", "H", "O", "C", "O", "O", "H", "O", "C", "O", "O", "H", "O", "C", "O", "O", "H", "O", "C", "O", "O", "H", "O", "C", "O", "O", "H", "O", "C", "O", "O", "H"],
  "positions_angstrom": [[3.5416, -7.5625, 5.7387], [3.3457, -8.1846, 4.3390], [3.0811, -9.3516, 4.1347], [3.2416, -7.2320, 3.0679], [2.3429, -7.4475, 2.6604], [3.0833, -6.2768, 3.3555], [4.3412, -7.3628, 2.0429], [3.9383, -8.3780, 6.3433], [2.7073, -6.9246, 6.0307], [4.3964, -6.8967, 5.6197], [3.7601, -7.0677, 1.1692], [4.5219, -8.4140, 1.8182], [5.1596, -6.6712, 2.2433], [3.9475, -2.9977, -6.3483], [2.6781, -3.5903, -5.9431], [2.6046, -4.5590, -5.1810], [1.4732, -2.9242, -6.6038], [1.5606, -1.9719, -6.9287], [1.2230, -3.3292, -7.4946], [0.2576, -3.1193, -5.7788], [4.7747, -3.6697, -6.1193], [3.9050, -2.0507, -5.8102], [3.8510, -2.6792, -7.3862], [0.3720, -2.8162, -4.7380], [-0.2001, -4.0864, -5.9871], [-0.4434, -2.3973, -6.1975], [-3.0706, -0.6385, 6.4679], [-3.6595, -2.0989, 6.5811], [-4.0432, -2.5997, 7.6641], [-3.5889, -2.8696, 5.2443], [-2.8553, -2.5187, 4.6453], [-3.2743, -3.8001, 5.4797], [-5.0466, -2.8692, 4.6421], [-2.1049, -0.7127, 5.9679], [-3.0662, -0.1165, 7.4248], [-3.6627, 0.0287, 5.8416], [-5.5698, -3.3003, 5.4956], [-5.0394, -3.4217, 3.7026], [-5.4415, -1.8905, 4.3696], [1.5402, 10.5193, 3.9409], [2.2577, 9.1780, 4.2099], [3.1248, 9.0190, 5.0132], [1.6642, 7.9894, 3.4842], [0.9621, 7.4566, 3.9776], [1.1942, 8.4092, 2.6949], [2.7485, 6.9009, 3.1688], [2.1551, 11.4079, 3.7981], [0.9323, 10.7281, 4.8212], [0.8428, 10.5457, 3.1037], [3.5012, 7.4954, 2.6510], [2.2350, 6.1956, 2.5153], [3.1128, 6.3857, 4.0576], [-7.1014, 2.9550, -6.4614], [-7.3404, 2.8281, -4.9440], [-7.6267, 3.8033, -4.3202], [-7.2436, 1.4131, -4.3651], [-8.1378, 1.1202, -3.9981], [-7.1086, 0.7234, -5.0905], [-6.1468, 1.2334, -3.3299], [-7.6396, 3.8528, -6.7654], [-7.3167, 2.0907, -7.0897], [-6.0661, 3.2527, -6.6273], [-5.1133, 1.0969, -3.6482], [-6.4601, 0.2355, -3.0228], [-6.3428, 2.0056, -2.5860], [0.4324, 3.0204, -6.1607], [1.2692, 3.2199, -7.1477], [1.8029, 2.3181, -7.7895], [1.3385, 4.3917, -7.5292], [0.4165, 3.9716, -6.0325], [3.7873, -2.2735, 5.1592], [3.8624, -1.4297, 6.1507], [3.5579, -0.2962, 5.8694], [4.3709, -1.8434, 7.2613], [3.4623, -1.7168, 4.4478], [-0.1963, 0.7368, 0.3496], [0.5124, -0.3886, 0.2977], [1.4651, -0.4657, -0.4651], [0.1577, -1.3793, 0.9590], [0.3511, 1.1024, -0.3491], [-3.1333, -6.3319, -1.0487], [-2.7109, -7.5971, -1.0547], [-1.5250, -7.6807, -0.8332], [-3.4652, -8.4856, -1.4090], [-2.2032, -6.1186, -0.9433], [-0.1631, 6.6468, -1.5756], [-1.1987, 7.4598, -1.7089], [-1.3634, 8.5882, -1.2195], [-2.1468, 6.9209, -2.2775], [-0.6582, 5.9927, -2.0742], [6.6353, 2.5830, -1.1347], [6.6523, 3.7970, -1.6537], [5.6823, 4.1977, -2.2510], [7.6515, 4.5460, -1.5165], [5.6872, 2.4417, -1.0817]],
  "forces_ev_per_angstrom": [[1.607, 0.026, -2.404], [-1.870, -2.344, 0.610], [1.110, 3.002, -0.095], [0.331, -0.790, 1.725], [-0.352, -0.715, -0.490], [0.596, 0.786, 0.288], [-1.740, 0.248, -1.010], [-0.913, 0.148, 0.418], [-0.110, -0.509, 0.296], [0.065, 0.438, 0.167], [0.758, 0.525, -0.441], [0.513, 0.085, 0.763], [-0.043, -0.492, 0.090], [-0.726, 0.712, -0.447], [1.587, -3.911, 2.002], [-1.419, 3.575, -2.786], [-0.887, -1.156, 0.756], [0.772, 1.144, 0.810], [0.471, -1.034, -0.474], [-1.806, 1.193, -0.345], [-0.080, 0.494, -0.009], [0.878, 0.311, 0.332], [0.521, -0.172, -0.229], [0.421, -0.559, -0.094], [0.571, -0.120, 0.593], [-0.196, 0.069, 0.092], [-0.970, -1.249, -0.341], [0.115, 1.309, 4.726], [1.351, 1.213, -5.726], [-1.558, 0.609, 0.849], [0.190, 0.755, -0.552], [-0.387, -0.807, 0.028], [1.107, -0.476, 0.327], [0.268, 0.123, 0.326], [0.375, -0.658, 0.119], [-0.322, -0.383, -0.411], [-0.525, -0.171, -0.656], [0.052, -0.485, 0.438], [0.665, 0.299, 0.576], [-0.353, -0.344, -0.203], [-0.001, 1.548, 1.568], [-0.779, -0.258, -1.152], [1.351, -0.781, 0.404], [-0.562, 0.354, 0.755], [-0.049, -0.501, -1.071], [-0.683, 1.009, -1.050], [0.628, -0.517, 0.197], [0.043, -0.146, 0.215], [0.063, -0.503, -0.150], [0.255, -0.716, -0.008], [0.303, 0.067, -0.143], [-0.224, 0.586, 0.117], [0.257, 0.071, 0.747], [-0.464, 2.234, -2.442], [0.380, -2.273, 0.732], [0.960, 0.728, -0.545], [-0.449, 0.392, 0.807], [0.402, 0.071, -0.794], [-1.403, -1.193, 0.753], [-0.299, -0.304, -0.033], [-0.128, -0.004, 0.223], [0.322, -0.269, 0.164], [-0.280, 0.836, -0.714], [0.491, 0.092, 1.083], [0.493, -0.258, 0.060], [-1.164, -1.086, 2.482], [1.524, 0.018, -4.617], [0.586, -3.112, 0.272], [0.078, 2.744, 0.360], [-1.227, 0.924, 1.318], [-0.364, -3.589, -2.675], [2.833, 0.251, 5.223], [-1.424, 3.256, -0.471], [-1.136, -0.285, -1.592], [-0.101, 0.078, -0.428], [-0.564, 1.407, -0.162], [0.356, -4.618, 1.059], [1.720, 1.539, -1.989], [-1.669, -0.371, 1.796], [-0.174, 1.740, -0.542], [-1.221, 2.225, 0.158], [-2.172, -2.698, -1.747], [4.706, -0.522, 1.421], [-1.873, -1.278, -0.046], [0.587, 2.312, 0.332], [2.220, 0.025, 0.686], [-3.276, 2.768, 1.186], [2.370, 1.142, 1.181], [-2.133, -2.205, -2.232], [0.697, -1.660, -0.427], [0.154, -2.421, 1.562], [2.717, 4.441, -0.751], [-3.981, -0.209, -1.475], [1.520, -1.152, 0.959], [-0.284, -0.617, -0.182]],
  "charge": -1,
  "orbital_gap_ev": 1.0962,
  "total_energy_ev": -77047.349,
  "relative_energy_kj_mol": 1946.8,
  "largest_force_ha_per_bohr": 0.1168
}